{
  "formula": "C5H14N3",
  "method": "ωB97M-V with the def2-TZVPD basis set",
  "smiles": "CCCCNC(N)=[NH2+]",
  "energy_ev": -9876.46293,
  "total_charge": 1,
  "spin_multiplicity": 1,
  "largest_force_ev_per_a": 3.7,
  "lumo_energy_ev": -2.9986,
  "de_lowest_kcal_mol": 16.2,
  "symbols": ["C", "C", "C", "C", "N", "C", "N", "N", "H", "H", "H", "H", "H", "H", "H", "H", "H", "H", "H", "H", "H", "H"],
  "xyz": [[2.778, 1.767, -1.405], [2.029, 1.316, -0.149], [0.440, 1.293, -0.001], [0.048, 0.135, -0.981], [-0.316, -1.058, -0.188], [-1.358, -1.160, 0.621], [-1.466, -2.244, 1.430], [-2.376, -0.294, 0.710], [2.272, 1.730, -2.374], [3.807, 1.430, -1.440], [2.975, 2.842, -1.297], [2.360, 1.985, 0.642], [2.356, 0.305, 0.129], [0.231, 0.965, 1.008], [-0.035, 2.246, -0.231], [0.771, -0.208, -1.708], [-0.768, 0.547, -1.568], [0.243, -1.896, -0.158], [-0.822, -3.011, 1.314], [-2.372, -2.535, 1.759], [-2.236, 0.609, 0.276], [-2.922, -0.245, 1.557]],
  "forces_ev_per_angstrom": [[-0.4298, 1.8339, -0.0149], [-0.4637, 0.2859, 1.3033], [2.7956, -1.1569, -2.0816], [-1.2096, 0.7699, 1.0234], [-1.0747, 0.0564, 0.0906], [-0.6860, -1.0147, 0.8028], [0.3470, -0.1020, -0.3498], [0.7666, 1.0084, -0.5995], [0.0671, -0.6777, 0.1031], [-0.0885, -0.8563, -0.1549], [-0.3678, 0.0469, -0.0219], [0.3178, -0.1796, 0.2455], [-0.0900, 0.1558, 0.0380], [-0.1247, 0.2241, 0.2774], [0.0225, -0.1080, -0.0589], [0.5299, 0.2938, 0.1613], [-0.6355, -0.7940, -0.2227], [0.4786, 0.2789, -0.5185], [0.0676, 0.0768, 0.0502], [-0.0627, 0.2042, 0.0020], [-0.1763, -0.0809, -0.0863], [0.0165, -0.2648, 0.0113]],
  "nbo_charge": [-0.643, -0.388, -0.415, -0.238, -0.538, 0.680, -0.770, -0.761, 0.212, 0.237, 0.223, 0.217, 0.187, 0.210, 0.224, 0.242, 0.217, 0.421, 0.412, 0.423, 0.420, 0.428]
}